one.
Formula: C4H9O3
Source: the OMol25 dataset
Level of theory: ωB97M-V with the def2-TZVPD basis set

Geometry as XYZ:
```
16
Properties=species:S:1:pos:R:3:nbo_charge:R:1
C -0.95 -0.09 2.05 -0.275
O 0.18 0.53 2.69 -0.748
H -0.09 1.34 3.12 0.458
H -0.78 -1.17 2.09 0.153
H -1.01 0.27 1.01 0.254
H -1.86 0.16 2.59 0.140
C 0.81 0.12 -1.82 -0.521
C 0.97 -0.96 -0.76 -0.599
C -0.55 0.84 -1.71 0.757
O -0.86 1.44 -0.65 -0.813
O -1.31 0.70 -2.70 -0.788
H 1.55 0.89 -1.57 0.194
H 0.84 -0.27 -2.83 0.204
H 1.21 -0.54 0.22 0.214
H 1.77 -1.66 -0.98 0.175
H 0.08 -1.59 -0.74 0.195
```

Results
HOMO-LUMO gap = 7.556 eV
Lowest unoccupied orbital energy = 3.740 eV
Charge = -1
2S+1 = 1

two.
Formula: C4H9O3
Source: the OMol25 dataset
Level of theory: ωB97M-V with the def2-TZVPD basis set

Geometry as XYZ:
```
16
Properties=species:S:1:pos:R:3:nbo_charge:R:1
C -1.87 0.88 -0.25 -0.610
C -0.49 0.35 -0.02 0.051
C 0.43 1.32 0.70 -0.623
O 0.05 0.14 -1.37 -0.805
H -2.52 0.09 -0.57 0.205
H -1.75 1.70 -1.02 0.198
H -2.29 1.31 0.67 0.181
H -0.51 -0.59 0.54 0.215
H 0.08 1.47 1.76 0.180
H 0.34 2.31 0.24 0.178
H 1.45 1.00 0.57 0.237
H 0.89 -0.41 -1.17 0.505
O 2.01 -1.34 -0.55 -0.814
C 1.55 -2.38 0.00 0.653
O 0.59 -2.45 0.77 -0.751
H 2.04 -3.40 -0.29 0.000
```

Results
HOMO-LUMO gap = 8.805 eV
Lowest unoccupied orbital energy = 4.126 eV
Charge = -1
2S+1 = 1

Which structure is the most stable? The one labeled two.